1.
Computed, not measured: C50H63FeN6O2 as an isolated structure, with ωB97M-V/def2-TZVPD.

Structure (XYZ):
```
122
Properties=species:S:1:pos:R:3
Fe 0.2967 0.2031 0.0404
C -0.8563 5.8182 -2.4614
C 0.5650 5.4681 -2.0104
C 0.7974 3.9912 -1.9403
C 1.4417 3.1978 -2.8364
C 2.1482 3.6012 -4.0930
C 3.6602 3.7407 -3.8934
C 1.3365 1.8395 -2.3359
C 1.8007 0.7045 -2.9925
C 1.5641 -0.6203 -2.6400
C 1.9282 -1.7755 -3.4416
C 2.6973 -1.7329 -4.7257
C 1.7875 -1.6614 -5.9548
C 1.3970 -2.8626 -2.8191
C 0.7350 -2.3751 -1.6217
C 0.1133 -3.1730 -0.6698
C -0.4750 -2.7589 0.5202
N -0.6150 -1.4670 0.9102
C -1.1822 -1.4734 2.1426
C -1.5216 -0.3358 2.8705
C -1.3622 0.9863 2.4797
N -0.7563 1.3950 1.3374
C -0.8760 2.7429 1.2689
C -0.3790 3.5376 0.2444
C 0.3165 3.1189 -0.8843
N 0.6711 1.8373 -1.1535
C -1.5974 3.2300 2.4350
C -1.8827 2.1426 3.1963
C -2.6396 2.0812 4.4855
C -4.1134 1.7143 4.2886
C -1.9676 4.6595 2.6739
C -3.2037 5.0862 1.8759
C -1.4313 -2.8412 2.5606
C -1.0079 -3.6401 1.5443
C -1.0841 -5.1302 1.4350
C -2.2676 -5.5951 0.5808
C -2.1000 -3.2351 3.8399
C -3.6235 -3.0884 3.7728
N 0.8516 -1.0240 -1.5569
C 1.4085 -4.2859 -3.2787
C 0.0580 -4.7224 -3.8563
H -1.0103 6.8984 -2.4808
H -1.5980 5.3780 -1.7934
H -1.0468 5.4277 -3.4626
H 0.7637 5.9176 -1.0339
H 1.2852 5.9140 -2.6993
H 1.7369 4.5465 -4.4528
H 1.9486 2.8673 -4.8779
H 3.8796 4.5167 -3.1584
H 4.1620 4.0015 -4.8269
H 4.0905 2.8091 -3.5217
H 2.3558 0.8696 -3.9083
H 3.3377 -2.6155 -4.7930
H 3.3707 -0.8739 -4.7223
H 1.1418 -2.5402 -6.0090
H 2.3663 -1.6077 -6.8785
H 1.1448 -0.7792 -5.9059
H 0.1239 -4.2406 -0.8570
H -2.0023 -0.5003 3.8277
H -0.5601 4.6023 0.3302
H -2.5700 3.0465 4.9912
H -2.1700 1.3547 5.1535
H -4.6168 2.4568 3.6674
H -4.6381 1.6541 5.2437
H -4.2057 0.7503 3.7865
H -1.1255 5.3057 2.4140
H -2.1498 4.8131 3.7395
H -3.0473 4.9347 0.8065
H -3.4382 6.1389 2.0422
H -4.0727 4.4932 2.1650
H -1.1624 -5.5641 2.4337
H -0.1534 -5.5136 1.0095
H -3.2129 -5.2878 1.0313
H -2.2782 -6.6811 0.4733
H -2.2218 -5.1532 -0.4166
H -1.7110 -2.6266 4.6601
H -1.8444 -4.2690 4.0806
H -3.9046 -2.0568 3.5525
H -4.0919 -3.3757 4.7158
H -4.0362 -3.7151 2.9802
H 1.6792 -4.9451 -2.4494
H 2.1847 -4.4136 -4.0365
H -0.7324 -4.6257 -3.1093
H 0.0858 -5.7601 -4.1931
H -0.2138 -4.0937 -4.7071
C -3.7078 -3.1621 -3.5342
N -3.4066 -1.7405 -3.3932
N -3.1837 -1.3400 -2.0735
C -2.1308 -0.4270 -2.0242
O -1.8176 0.1657 -0.9943
C -1.5986 -0.3964 -3.3662
C -2.3622 -1.2085 -4.1255
C -2.1871 -1.5985 -5.5513
C -4.2427 -1.3934 -1.1330
C -5.5654 -1.3590 -1.5559
C -6.5845 -1.4344 -0.6167
C -6.2877 -1.5289 0.7340
C -4.9606 -1.5613 1.1434
C -3.9308 -1.5058 0.2189
H -4.4642 -3.4308 -2.8015
H -2.8193 -3.7819 -3.3751
H -4.1123 -3.3410 -4.5281
H -0.7605 0.1987 -3.6818
H -1.3419 -1.0606 -5.9744
H -3.0817 -1.3690 -6.1322
H -1.9892 -2.6684 -5.6466
H -5.7907 -1.2610 -2.6098
H -7.6150 -1.4078 -0.9469
H -7.0849 -1.5825 1.4640
H -4.7193 -1.6424 2.1951
H -2.8967 -1.5439 0.5295
C 3.0022 -1.1122 2.7070
C 2.7209 -1.0390 1.2133
C 3.9905 -0.8537 0.3936
O 1.8430 0.0226 0.9657
H 3.6660 -1.9475 2.9430
H 2.0674 -1.2406 3.2562
H 3.4710 -0.1842 3.0432
H 2.2563 -1.9897 0.9095
H 4.4714 0.0895 0.6643
H 3.7494 -0.8215 -0.6708
H 4.6946 -1.6709 0.5690
```

lowest unoccupied orbital energy (spin up / spin down): -0.59 / -0.67 eV
multiplicity: 6
relative energy (zero: lowest compared OMol25 entry of this formula, charge and spin): 0.00 kcal/mol

2.
Computed, not measured: an isolated ion of composition C3H4NO and charge -1, with ωB97M-V/def2-TZVPD.

Structure (XYZ):
```
9
Properties=species:S:1:pos:R:3
C 1.9290 -1.3182 -0.0600
C 1.0808 -0.4717 -0.2675
N 0.2182 0.6662 0.2559
C -1.2085 0.3793 0.1046
O 0.3173 1.9577 0.0019
H 2.5198 -2.1602 -0.0409
H -1.5995 -0.7053 0.3226
H -1.7608 1.1358 0.5971
H -1.4964 0.5163 -0.9136
```

lowest unoccupied orbital energy (spin up / spin down): 4.50 / 4.50 eV
structure (SMILES): C#CN(C)[O-]
relative energy (zero: lowest compared OMol25 entry of this formula, charge and spin): 54.24 kcal/mol
total charge: -1

3.
Computed, not measured: a 9-piece molecular cluster, C26H73F6N5O11P overall, with ωB97M-V/def2-TZVPD.

Structure (XYZ):
```
122
Properties=species:S:1:pos:R:3
P -0.3027 0.9313 -0.0637
F -0.5158 1.8024 -1.4295
F -1.7249 0.0711 -0.3413
F 0.3181 -0.3192 -0.8724
F 0.0123 0.0924 1.3360
F 1.0727 1.7876 0.1305
F -1.1204 2.0100 0.8057
C 2.4677 0.1889 4.2933
C 2.7711 1.1865 3.1290
C 4.2054 1.8318 3.3960
O 4.0335 2.8786 4.4034
C 5.2309 3.4385 4.9341
N 2.6957 0.4283 1.8956
H 1.4060 -0.0570 4.2720
H 2.5384 0.8942 5.1213
H 3.2437 -0.5599 4.4519
H 1.9193 1.8512 2.9848
H 4.5338 2.3253 2.4813
H 4.7517 0.9727 3.7852
H 4.7651 4.2632 5.4735
H 5.8654 3.9274 4.1949
H 5.7858 2.6268 5.4046
H 1.7128 0.1962 1.9065
H 2.8172 1.0380 1.0997
C 4.6510 3.5565 -0.6018
C 3.8710 3.3406 -1.9050
C 4.7679 3.3263 -3.1510
O 5.5437 4.4953 -3.2316
C 6.5653 4.4836 -4.2052
N 3.1386 2.1043 -1.7229
H 5.0376 4.5711 -0.6981
H 5.4604 2.8319 -0.5132
H 4.2030 3.3562 0.3715
H 3.1448 4.1534 -1.8908
H 4.0892 3.3393 -4.0038
H 5.4431 2.4746 -3.2332
H 7.5601 4.0506 -4.0998
H 6.7768 5.5405 -4.3673
H 6.2018 4.0566 -5.1399
H 2.3454 2.1774 -1.1019
H 3.7201 1.3656 -1.3538
C -0.1106 -6.4262 4.3051
C -1.2769 -5.4632 4.4081
C -1.5876 -4.9326 3.0086
O -0.6647 -4.1206 2.4430
C -0.4669 -2.8318 3.0486
N -2.4484 -6.0701 5.0033
H -0.2191 -7.3393 3.7198
H -0.0492 -6.8971 5.2862
H 0.8194 -6.0133 3.9143
H -0.9625 -4.6656 5.0812
H -2.5210 -4.3746 2.9344
H -1.5876 -5.8356 2.3982
H -0.0131 -3.0031 4.0247
H -1.3531 -2.2135 3.1915
H 0.1465 -2.0981 2.5256
H -2.7454 -6.8662 4.4574
H -3.1845 -5.3794 4.9700
C -4.7953 3.6761 -2.3997
C -3.5818 3.2896 -1.5429
C -3.2858 4.2813 -0.3567
O -4.4338 4.5459 0.4774
C -4.2724 5.2448 1.7330
N -4.0244 2.0461 -0.8100
H -4.6848 4.6383 -2.8999
H -5.5934 3.7958 -1.6669
H -5.1282 2.9274 -3.1184
H -2.7942 2.9003 -2.1881
H -2.8764 5.2643 -0.5898
H -2.5579 3.7612 0.2660
H -5.1223 5.8987 1.9282
H -3.3788 5.8514 1.8803
H -4.2625 4.4473 2.4759
H -4.7448 2.4171 -0.2072
H -3.4720 1.6691 -0.0532
C 2.1446 -5.7170 -4.5891
C 1.3089 -4.5275 -4.0687
C 1.8792 -3.1448 -4.1958
O 0.9852 -2.1138 -3.7061
C 1.5767 -0.8040 -3.6079
N 0.0483 -4.5260 -4.7952
H 2.2817 -5.6830 -5.6699
H 1.5922 -6.6291 -4.3628
H 3.1158 -5.8795 -4.1219
H 1.1408 -4.6781 -3.0023
H 2.0627 -2.9471 -5.2519
H 2.8241 -3.1946 -3.6548
H 2.2707 -0.6693 -2.7782
H 0.8466 0.0023 -3.5373
H 2.0544 -0.7175 -4.5838
H -0.1130 -5.5180 -4.8945
H 0.2332 -4.3234 -5.7672
C -3.5682 1.6553 4.8055
C -3.0163 1.8266 3.4053
O -1.7879 1.1408 3.2810
O -4.7668 2.4284 5.1371
H -2.8490 2.1548 5.4546
H -3.7236 0.6163 5.0963
H -2.8769 2.8955 3.2437
H -3.6297 1.3144 2.6640
H -1.4098 1.2093 2.4013
H -4.9985 2.2916 6.0586
C -2.9552 -3.1767 -0.7911
C -1.4125 -3.2251 -0.6023
O -0.7259 -3.4848 -1.8570
O -3.1998 -2.4005 -1.9444
H -3.4211 -2.7168 0.0804
H -3.3986 -4.1661 -0.9034
H -1.0794 -3.9094 0.1781
H -1.0694 -2.2781 -0.1857
H 0.1910 -3.4987 -1.5732
H -3.9091 -1.7851 -1.7447
C -2.0172 0.2912 -3.5739
C -3.2363 -0.0135 -4.4417
O -3.5110 -1.3448 -4.5704
O -1.4409 -0.8886 -2.9363
H -2.2354 1.1187 -2.8987
H -1.3694 0.7632 -4.3126
H -3.1652 0.4234 -5.4378
H -4.0833 0.4904 -3.9761
H -4.4372 -1.3309 -4.8224
H -0.9183 -0.4850 -2.2394
```

lowest unoccupied orbital energy: 2.38 eV
total charge: -1

4.
Computed, not measured: C17H13N2O6STa as an isolated structure, with ωB97M-V/def2-TZVPD.

Structure (XYZ):
```
40
Properties=species:S:1:pos:R:3
Ta -0.5907 -2.1561 0.0055
C -2.9255 -2.7044 2.1714
O -2.1376 -1.7419 1.3717
C -2.7655 -0.4879 1.0328
C -4.0544 -0.1753 1.3855
C -4.5303 1.0748 0.9989
C -3.7335 1.9551 0.2777
C -2.4409 1.6089 -0.0842
C -1.9571 0.3704 0.2955
N -0.6718 -0.1643 -0.0052
N 0.2943 0.7242 -0.2866
C 1.5570 0.4147 -0.2835
C 2.1076 -0.8765 0.1570
O 1.2409 -1.8407 0.4474
C 3.4509 -1.0609 0.3232
C 4.3199 -0.0185 0.0056
C 3.8903 1.2353 -0.4619
C 4.8285 2.2364 -0.7798
C 4.3994 3.4551 -1.2528
C 3.0337 3.6864 -1.4155
C 2.0893 2.7124 -1.1093
C 2.5036 1.4842 -0.6233
H -3.1545 -2.2200 3.1155
H -2.2911 -3.5713 2.3182
H -3.8150 -2.9734 1.6100
H -4.6790 -0.8518 1.9492
H -5.5381 1.3553 1.2711
H -4.1266 2.9185 -0.0145
H -1.8160 2.2761 -0.6600
H 3.8193 -2.0113 0.6837
H 5.3854 -0.1883 0.1176
H 5.8843 2.0345 -0.6501
H 5.1157 4.2262 -1.4992
H 2.6956 4.6434 -1.7907
H 1.0383 2.9128 -1.2567
O 0.1271 -3.3154 -1.5766
S -1.3465 -3.7909 -1.5979
O -1.7698 -4.7347 -2.5291
O -1.4656 -4.0726 -0.0911
O -1.9717 -2.3685 -1.5698
```

lowest unoccupied orbital energy: -9.47 eV
relative energy (zero: lowest compared OMol25 entry of this formula, charge and spin): 0.00 kcal/mol
total charge: +2

5.
Computed, not measured: C47H33Cl4N6O2Ru as an isolated structure, with ωB97M-V/def2-TZVPD.

Structure (XYZ):
```
93
Properties=species:S:1:pos:R:3
Ru -0.2542 -0.5173 -0.3645
Cl -4.0532 -0.7369 8.5668
C -3.4234 -0.8083 6.9546
C -3.4502 0.3263 6.1587
C -2.9157 0.2706 4.8838
C -2.3538 -0.9070 4.3767
C -2.3864 -2.0432 5.1863
C -2.9063 -1.9969 6.4691
C -1.7472 -0.8691 3.0272
C -0.4349 -1.3012 2.8247
C 0.4010 -1.9059 3.8294
C 1.6009 -2.1534 3.2553
C 1.5293 -1.6342 1.9177
C 2.6733 -1.4139 1.1371
C 3.9418 -2.0518 1.5787
C 5.0049 -1.2708 2.0321
C 6.1951 -1.8510 2.4365
C 6.3337 -3.2291 2.3874
Cl 7.8281 -3.9619 2.8733
C 5.2888 -4.0273 1.9541
C 4.1001 -3.4347 1.5568
C 2.7349 -0.5132 0.0701
N 1.6849 0.2659 -0.3527
C 2.1702 1.0883 -1.3096
C 1.4318 2.0391 -2.0602
C 2.2097 3.1784 -2.5978
C 2.1265 3.6494 -3.9094
C 2.8228 4.7756 -4.3150
C 3.6369 5.4411 -3.4154
Cl 4.5083 6.8519 -3.9170
C 3.7725 4.9797 -2.1155
C 3.0601 3.8633 -1.7181
C 0.0441 1.9830 -2.2121
C -0.7424 2.8812 -3.0157
C -2.0409 2.5645 -2.8160
C -2.0747 1.5126 -1.8354
N -0.7994 1.1317 -1.5422
C -3.2311 1.1934 -1.1202
C -3.2329 0.5604 0.1286
C -4.4086 0.2457 0.8931
C -3.9774 -0.2776 2.0669
C -2.5413 -0.3193 2.0003
N -2.1163 0.1800 0.8163
C -4.5249 1.6709 -1.6679
C -5.3556 2.5212 -0.9382
C -6.5531 2.9757 -1.4639
C -6.9316 2.5785 -2.7364
Cl -8.4264 3.1495 -3.4044
C -6.1289 1.7297 -3.4809
C -4.9315 1.2859 -2.9458
C 3.5650 0.8344 -1.5156
C 3.9102 -0.1806 -0.6782
N 0.2652 -1.1782 1.6627
H -3.8824 1.2426 6.5367
H -2.9077 1.1627 4.2721
H -2.0355 -2.9878 4.7923
H -2.9153 -2.8829 7.0892
H 0.1267 -2.0929 4.8523
H 2.4740 -2.5927 3.7093
H 4.8868 -0.1956 2.0693
H 7.0151 -1.2403 2.7894
H 5.4068 -5.1020 1.9241
H 3.2885 -4.0614 1.2057
H 1.5545 3.0960 -4.6418
H 2.7466 5.1292 -5.3344
H 4.4312 5.4844 -1.4224
H 3.1433 3.5142 -0.6980
H -0.3683 3.6698 -3.6427
H -2.9024 3.0369 -3.2562
H -5.4270 0.3732 0.5673
H -4.5681 -0.6368 2.8937
H -5.0472 2.8445 0.0476
H -7.1939 3.6375 -0.8973
H -6.4471 1.4194 -4.4669
H -4.3023 0.6142 -3.5168
H 4.1930 1.3368 -2.2338
H 4.8751 -0.6480 -0.5722
C 2.7757 -2.1858 -4.4246
O 2.3899 -3.1022 -3.3992
C 1.5869 -2.5902 -2.4558
O 1.1615 -1.4584 -2.4634
N 1.3311 -3.5388 -1.5182
N 0.5511 -3.2410 -0.4112
H 3.4380 -2.7432 -5.0794
H 3.2992 -1.3322 -3.9947
H 1.9046 -1.8315 -4.9736
H 1.7256 -4.4542 -1.6524
H 1.0722 -3.3771 0.4427
H -0.2975 -3.7903 -0.3993
C -1.8003 -1.7313 -1.2094
H -2.2550 -2.3796 -0.4532
H -1.3301 -2.3488 -1.9798
H -2.5951 -1.1615 -1.6912
```

lowest unoccupied orbital energy (spin up / spin down): -1.25 / -1.35 eV
multiplicity: 2
relative energy (zero: lowest compared OMol25 entry of this formula, charge and spin): 9.46 kcal/mol

6.
Computed, not measured: a 12-piece molecular cluster, C13H50N14O12 overall, with ωB97M-V/def2-TZVPD.

Structure (XYZ):
```
89
Properties=species:S:1:pos:R:3
N 2.7081 0.7098 -17.6242
C 1.8241 1.6645 -17.9378
N 0.7122 1.4249 -17.2671
O 2.1530 2.7212 -18.8482
H 3.6025 0.7006 -18.1717
H 2.5523 -0.0879 -17.0568
H -0.1624 1.9500 -17.5390
H 0.5346 0.7670 -16.4612
N 4.9629 -1.4062 -18.5209
C 5.5718 -0.2770 -18.5398
N 6.8660 -0.2673 -18.3012
O 4.9962 0.9583 -18.8306
H 3.9606 -1.4806 -18.7374
H 5.2604 -2.3267 -18.2764
H 7.3838 0.6348 -18.1990
H 7.3518 -1.1524 -18.0244
N 3.9554 -3.3215 -21.3821
C 4.7350 -4.3628 -21.2535
N 4.4387 -5.1853 -20.2749
O 5.7583 -4.6370 -22.1441
H 4.3393 -2.5468 -22.0252
H 3.4086 -2.9542 -20.5709
H 5.0597 -5.9733 -20.1556
H 3.4175 -5.4990 -20.3135
N 4.5942 -3.7591 -15.9737
C 4.1868 -4.3154 -17.0531
N 5.0378 -4.0496 -17.9887
O 2.9744 -4.9028 -17.2204
H 4.0159 -3.9739 -15.1411
H 5.4996 -3.2539 -15.9226
H 4.7951 -4.4727 -18.9944
H 6.0692 -4.1886 -17.7508
N 0.3984 -2.2436 -20.6816
C 1.0920 -1.5791 -19.8218
N 0.3401 -0.8665 -18.9812
O 2.4805 -1.7356 -19.8167
H 0.9245 -2.8646 -21.3513
H -0.4736 -2.6995 -20.3374
H 0.8610 -0.3269 -18.2727
H -0.6755 -0.7487 -18.9755
N 8.7358 -2.6468 -17.5287
C 8.2815 -3.8481 -17.5464
N 7.4386 -4.1418 -16.5448
O 8.3791 -4.7946 -18.5622
H 9.3662 -2.4658 -18.3965
H 8.8494 -1.9855 -16.7477
H 7.1013 -5.1156 -16.4042
H 7.3841 -3.5376 -15.7497
N 10.5663 1.4164 -16.7705
C 9.9008 0.9012 -15.7697
N 10.0592 1.5771 -14.6498
O 9.3239 -0.3919 -15.9368
H 10.6128 0.7607 -17.5304
H 11.2370 2.2443 -16.7741
H 9.4232 1.3328 -13.8369
H 10.3768 2.5204 -14.6894
C 6.2192 2.5760 -14.9652
C 5.2592 2.0153 -16.0230
O 3.9026 2.2702 -15.7750
H 6.0720 3.6379 -14.6601
H 7.2581 2.5407 -15.3207
H 6.2775 1.9919 -14.0185
H 5.3557 0.9346 -15.9946
H 5.4472 2.3464 -17.0556
H 3.4295 1.7652 -16.4438
C 1.5801 -1.9884 -16.2214
O 2.9192 -1.5980 -16.3890
H 0.8034 -1.2075 -16.4331
H 1.4060 -2.3290 -15.1707
H 1.3479 -2.7701 -16.9022
H 3.5636 -2.3372 -16.3339
C 6.4318 -1.5726 -14.8915
O 6.9423 -2.7031 -14.2208
H 6.8686 -0.6783 -14.4682
H 5.3337 -1.6866 -14.7203
H 6.6522 -1.6287 -15.9655
H 6.4563 -3.0341 -13.4525
C 7.4427 -2.4557 -20.7418
O 8.1854 -1.2148 -20.5479
H 7.9085 -3.1697 -21.4340
H 6.4660 -2.1549 -21.1876
H 7.2472 -2.9429 -19.7607
H 7.7078 -0.6292 -19.9237
C 8.2215 3.3870 -18.5188
O 8.2577 2.0915 -18.0329
H 9.1574 3.8762 -18.1510
H 7.3848 4.0062 -18.1713
H 8.3013 3.3346 -19.6098
H 9.0767 2.0696 -17.5672
```

lowest unoccupied orbital energy: -0.34 eV
structure (SMILES): NC(N)=O.NC(N)=O.NC(N)=O.NC(N)=O.NC(N)=O.NC(N)=O.NC(N)=O.CCO.CO.CO.CO.CO
relative energy (zero: lowest compared OMol25 entry of this formula, charge and spin): 250.83 kcal/mol